## 1
Formula: C9H8N2
Source: the OMol25 dataset
Level of theory: wB97M-V/def2-TZVPD

Summary:
HOMO-LUMO gap ... 0.322 Eh
SMILES string ... Cc1cnnc2ccccc12
Molecular weight ... 144.18 g/mol
Lowest unoccupied orbital energy ... 0.05 eV

The geometry in XYZ format:
```
19
C9H8N2 | the OMol25 dataset | wB97M-V/def2-TZVPD
C -2.03 1.57 0.15
C -1.42 0.19 -0.06
C -2.11 -1.04 -0.11
N -1.55 -2.24 -0.12
N -0.32 -2.38 -0.07
C 0.45 -1.22 0.02
C 1.85 -1.54 0.15
C 2.70 -0.47 0.03
C 2.15 0.85 -0.13
C 0.86 1.04 -0.25
C -0.08 0.07 -0.20
H -2.13 1.97 -0.93
H -3.12 1.51 0.63
H -1.25 2.20 0.84
H -3.17 -1.01 0.03
H 2.16 -2.56 0.16
H 3.72 -0.64 0.00
H 2.80 1.65 0.04
H 0.49 2.05 -0.19
```

These are the natural (NBO) partial charges, in e, on atoms 1 to 5: -0.658 0.026 -0.042 -0.187 -0.176

=====

## 2
Formula: C9H8N2
Source: the OMol25 dataset
Level of theory: wB97M-V/def2-TZVPD

Summary:
HOMO-LUMO gap ... 0.341 Eh
SMILES string ... c1ccc(-c2ncc[nH]2)cc1
Molecular weight ... 144.18 g/mol
Lowest unoccupied orbital energy ... 0.60 eV

The geometry in XYZ format:
```
19
C9H8N2 | the OMol25 dataset | wB97M-V/def2-TZVPD
C -0.85 -0.06 2.98
C -1.76 -0.14 1.91
C -1.37 -0.02 0.64
C -0.08 0.12 0.34
C 0.49 0.20 -1.15
N 1.29 1.06 -1.64
C 1.31 0.73 -2.98
C 0.61 -0.39 -3.20
N 0.03 -0.66 -2.05
C 0.86 0.21 1.32
C 0.50 0.12 2.73
H -1.12 -0.23 4.22
H -2.98 -0.16 2.04
H -2.31 -0.17 -0.11
H 2.19 1.35 -3.71
H 0.47 -0.95 -4.31
H -0.58 -1.62 -1.61
H 1.94 0.29 1.09
H 1.35 0.29 3.47
```

These are the natural (NBO) partial charges, in e, on atoms 1 to 5: -0.217 -0.202 -0.236 -0.082 0.341

=====

Quick one: least stable of them? 2

=====

## 1
Formula: C4H5NS
Source: the OMol25 dataset
Level of theory: wB97M-V/def2-TZVPD

Summary:
HOMO-LUMO gap ... 0.320 Eh
SMILES string ... C#CCSN=C
Molecular weight ... 99.16 g/mol
Lowest unoccupied orbital energy ... 0.25 eV

The geometry in XYZ format:
```
11
C4H5NS | the OMol25 dataset | wB97M-V/def2-TZVPD
C 2.25 1.14 -0.39
C 1.97 -0.09 0.02
C 1.13 -1.03 0.47
S -0.33 -0.96 -0.67
N -1.11 0.52 0.12
C -2.52 0.43 0.00
H 2.55 2.01 -1.12
H 1.57 -1.90 0.27
H 0.72 -1.28 1.35
H -3.21 -0.06 -0.77
H -3.02 1.23 0.73
```

These are the natural (NBO) partial charges, in e, on atoms 1 to 5: -0.215 -0.033 -0.618 0.309 -0.501

=====

## 2
Formula: C4H5NS
Source: the OMol25 dataset
Level of theory: wB97M-V/def2-TZVPD

Summary:
HOMO-LUMO gap (alpha / beta) ... 0.280 / 0.277 Eh
Molecular weight ... 99.16 g/mol
Lowest unoccupied orbital energy (alpha / beta) ... -0.19 / -0.19 eV

The geometry in XYZ format:
```
11
C4H5NS | the OMol25 dataset | wB97M-V/def2-TZVPD
C 1.05 -1.38 0.69
C -0.16 -0.56 0.89
C -0.57 -1.81 0.23
C 0.11 1.16 -0.80
N 0.47 -2.57 0.71
S 0.90 2.53 -0.30
H -0.46 -0.11 1.83
H -0.87 -1.95 -0.77
H -0.93 1.25 -1.24
H 0.67 0.25 -1.34
H -0.21 3.19 0.09
```

These are the natural (NBO) partial charges, in e, on atoms 1 to 5: 0.121 -0.329 0.017 -0.631 -0.365

=====

Quick one: least stable of them? 2

=====

## 1
Formula: C4H5NS
Source: the OMol25 dataset
Level of theory: wB97M-V/def2-TZVPD

Summary:
HOMO-LUMO gap ... 0.335 Eh
SMILES string ... Sc1cc[nH]c1
Molecular weight ... 99.16 g/mol
Lowest unoccupied orbital energy ... 0.91 eV

The geometry in XYZ format:
```
11
C4H5NS | the OMol25 dataset | wB97M-V/def2-TZVPD
S -2.64 0.13 -0.20
C -0.85 0.08 0.02
C 0.04 1.20 0.04
C 1.28 0.74 -0.14
N 1.25 -0.60 -0.16
C -0.05 -1.05 0.00
H -2.80 -0.76 0.81
H -0.21 2.23 0.11
H 2.27 1.34 -0.18
H 2.08 -1.20 -0.27
H -0.37 -2.10 -0.03
```

These are the natural (NBO) partial charges, in e, on atoms 1 to 5: -0.001 -0.229 -0.324 -0.050 -0.510

=====

## 2
Formula: C4H5NS
Source: the OMol25 dataset
Level of theory: wB97M-V/def2-TZVPD

Summary:
HOMO-LUMO gap ... 0.362 Eh
SMILES string ... C=CSCC#N
Molecular weight ... 99.16 g/mol
Lowest unoccupied orbital energy ... 0.63 eV

The geometry in XYZ format:
```
11
C4H5NS | the OMol25 dataset | wB97M-V/def2-TZVPD
C -2.18 1.12 -0.09
C -1.19 0.48 0.36
S -0.60 -1.10 -0.19
C 1.13 -0.89 0.28
C 1.78 0.37 -0.05
N 2.18 1.44 -0.25
H -2.55 2.05 0.51
H -2.79 0.80 -1.00
H -0.72 0.96 1.21
H 1.67 -1.60 -0.32
H 1.37 -1.12 1.34
```

These are the natural (NBO) partial charges, in e, on atoms 1 to 5: -0.384 -0.379 0.290 -0.658 0.268

=====

## 3
Formula: C4H5NS
Source: the OMol25 dataset
Level of theory: wB97M-V/def2-TZVPD

Summary:
HOMO-LUMO gap ... 0.367 Eh
SMILES string ... N=C=S.C#CC
Molecular weight ... 99.16 g/mol
Lowest unoccupied orbital energy ... 0.55 eV

The geometry in XYZ format:
```
11
C4H5NS | the OMol25 dataset | wB97M-V/def2-TZVPD
N 1.68 -0.94 -1.06
C 2.20 0.03 -0.57
S 2.80 1.50 -0.36
H 1.54 -1.84 -0.79
C -0.07 -0.02 1.68
C -0.92 0.08 0.84
C -1.69 0.22 -0.40
H 0.35 0.04 2.61
H -1.08 0.12 -1.27
H -2.60 -0.47 -0.37
H -2.21 1.26 -0.32
```

These are the natural (NBO) partial charges, in e, on atoms 1 to 5: -0.667 0.263 -0.007 0.411 -0.272

=====

Quick one: least stable of them? 3

=====

## 1
Formula: C4H14N
Source: the OMol25 dataset
Level of theory: wB97M-V/def2-TZVPD

Summary:
HOMO-LUMO gap ... 0.367 Eh
Molecular weight ... 76.16 g/mol
Lowest unoccupied orbital energy ... -4.18 eV
Charge ... +1

The geometry in XYZ format:
```
19
C4H14N | the OMol25 dataset | wB97M-V/def2-TZVPD
C 0.93 2.01 3.65
N 0.47 1.36 2.38
H 0.19 2.75 3.95
H 1.01 1.28 4.44
H 1.86 2.54 3.43
H 0.77 1.88 1.56
H -0.55 1.27 2.35
H 0.78 0.39 2.27
C -0.75 -0.08 -2.69
C -0.03 -1.05 -1.75
C -0.54 -2.49 -1.98
H -0.32 -0.08 -3.68
H -0.71 0.96 -2.38
H -1.82 -0.28 -2.73
H -0.28 -0.76 -0.73
H 1.05 -1.10 -1.91
H -1.60 -2.49 -2.25
H -0.01 -2.95 -2.81
H -0.46 -3.15 -1.11
```

These are the natural (NBO) partial charges, in e, on atoms 1 to 5: -0.425 -0.667 0.245 0.249 0.247

=====

## 2
Formula: C4H14N
Source: the OMol25 dataset
Level of theory: wB97M-V/def2-TZVPD

Summary:
HOMO-LUMO gap ... 0.367 Eh
Molecular weight ... 76.16 g/mol
Lowest unoccupied orbital energy ... -3.87 eV
Charge ... +1

The geometry in XYZ format:
```
19
C4H14N | the OMol25 dataset | wB97M-V/def2-TZVPD
C -0.24 -0.57 -2.84
C 0.80 0.02 -1.86
H -0.60 0.04 -3.74
H 0.40 -1.43 -3.16
H -1.02 -1.17 -2.37
H 1.75 -0.14 -2.30
H 0.54 -0.35 -0.87
H 0.95 1.05 -2.09
C -0.74 -0.09 1.51
C 0.63 -0.70 1.81
N -0.78 1.48 1.77
H -1.00 -0.28 0.45
H -1.53 -0.47 2.20
H 1.44 -0.73 1.04
H 0.65 -1.80 2.12
H -1.65 1.82 1.32
H -1.05 1.47 2.78
H 0.07 2.03 1.53
H 1.36 -0.19 2.70
```

These are the natural (NBO) partial charges, in e, on atoms 1 to 5: -0.638 -0.658 0.232 0.221 0.203

=====

Quick one: least stable of them? 2

=====

## 1
Formula: CH5N2O2
Source: the OMol25 dataset
Level of theory: wB97M-V/def2-TZVPD

Summary:
HOMO-LUMO gap ... 0.282 Eh
Molecular weight ... 77.06 g/mol
Lowest unoccupied orbital energy ... 4.72 eV
Charge ... -1

The geometry in XYZ format:
```
10
CH5N2O2 | the OMol25 dataset | wB97M-V/def2-TZVPD
C 2.39 -0.03 0.03
N -2.31 -0.41 0.64
N 1.31 0.43 0.40
O 0.37 0.78 -0.48
O -2.30 0.52 -0.51
H -1.32 0.61 -0.77
H 2.82 -0.14 -1.05
H 3.13 0.09 0.81
H -1.31 -0.58 0.67
H -2.77 -1.27 0.27
```

These are the natural (NBO) partial charges, in e, on atoms 1 to 5: -0.302 -0.546 -0.122 -0.772 -0.666

=====

## 2
Formula: CH5N2O2
Source: the OMol25 dataset
Level of theory: wB97M-V/def2-TZVPD

Summary:
HOMO-LUMO gap (alpha / beta) ... 0.250 / 0.264 Eh
Molecular weight ... 77.06 g/mol
Lowest unoccupied orbital energy (alpha / beta) ... 4.54 / 4.55 eV
Charge ... -1

The geometry in XYZ format:
```
10
CH5N2O2 | the OMol25 dataset | wB97M-V/def2-TZVPD
C 0.13 0.94 -0.65
N 1.34 -0.62 0.86
N -0.54 0.66 0.62
O -1.91 -1.26 -0.01
O 0.20 -0.10 1.32
H 1.22 1.06 -0.35
H -0.09 0.20 -1.36
H -0.40 1.86 -1.05
H -1.55 -1.33 -0.90
H 1.60 -1.42 1.51
```

These are the natural (NBO) partial charges, in e, on atoms 1 to 5: -0.521 -0.572 0.053 -1.212 -0.063

=====

## 3
Formula: CH5N2O2
Source: the OMol25 dataset
Level of theory: wB97M-V/def2-TZVPD

Summary:
HOMO-LUMO gap (alpha / beta) ... 0.240 / 0.294 Eh
Molecular weight ... 77.06 g/mol
Lowest unoccupied orbital energy (alpha / beta) ... 4.75 / 4.81 eV
Charge ... -1

The geometry in XYZ format:
```
10
CH5N2O2 | the OMol25 dataset | wB97M-V/def2-TZVPD
C -1.42 0.21 -0.54
N 2.02 -0.17 0.08
N -0.87 0.05 0.83
O -0.24 -1.05 0.94
O 1.42 0.98 -0.35
H -2.59 0.33 -0.45
H -0.89 1.13 -0.81
H -0.89 -0.69 -0.99
H 1.11 -0.76 0.32
H 2.36 -0.02 0.96
```

These are the natural (NBO) partial charges, in e, on atoms 1 to 5: -0.547 -0.482 -0.110 -0.574 -0.526

=====

Quick one: least stable of them? 2

=====

## 1
Formula: C3H3FO
Source: the OMol25 dataset
Level of theory: wB97M-V/def2-TZVPD

Summary:
HOMO-LUMO gap ... 0.367 Eh
Molecular weight ... 74.05 g/mol
Lowest unoccupied orbital energy ... 0.82 eV

The geometry in XYZ format:
```
8
C3H3FO | the OMol25 dataset | wB97M-V/def2-TZVPD
C -1.90 0.01 -0.48
C 0.15 0.21 -0.34
C 0.15 -0.93 0.35
O -2.48 -0.49 0.38
F 0.27 -2.14 -0.30
H 0.41 0.31 -1.49
H -0.02 1.11 0.17
H -0.06 -0.96 1.35
```

These are the natural (NBO) partial charges, in e, on atoms 1 to 5: 0.463 -0.490 0.242 -0.533 -0.335

=====

## 2
Formula: C3H3FO
Source: the OMol25 dataset
Level of theory: wB97M-V/def2-TZVPD

Summary:
HOMO-LUMO gap ... 0.335 Eh
Molecular weight ... 74.05 g/mol
Lowest unoccupied orbital energy ... -1.13 eV

The geometry in XYZ format:
```
8
C3H3FO | the OMol25 dataset | wB97M-V/def2-TZVPD
C -1.52 0.14 -0.07
C -0.13 0.27 -0.42
C -0.46 -0.72 0.65
O -2.65 0.45 -0.05
F -0.56 -2.42 -0.14
H 0.13 -0.32 -1.29
H 0.42 1.17 -0.28
H 0.01 -1.08 1.59
```

These are the natural (NBO) partial charges, in e, on atoms 1 to 5: 0.593 -0.596 0.099 -0.418 -0.508

=====

Quick one: least stable of them? 2